Density functional theory data (ωB97M-V/def2-TZVPD) for C7H18CuF3N6O5 as an isolated structure.

Structure (XYZ):
```
40
Properties=species:S:1:pos:R:3:forces:R:3:mulliken_charge:R:1
Cu 0.200 -0.938 -0.157 -0.72 0.11 -0.81 0.682
C -1.727 0.485 -2.186 1.12 -4.04 -2.16 0.028
O -1.140 0.873 -0.997 -0.29 2.64 2.13 0.016
O -1.276 -0.865 -2.239 -1.54 2.44 -0.23 -0.909
C -3.343 0.729 -2.423 1.61 -1.39 0.08 0.715
F -3.914 -0.033 -3.402 0.85 0.09 0.55 -0.287
F -3.969 0.449 -1.298 -0.94 -0.12 1.03 -0.264
F -3.664 1.979 -2.779 0.30 0.82 0.15 -0.285
C -1.294 2.210 -0.460 0.61 -0.36 0.89 -0.534
C -0.131 2.417 0.557 0.16 -0.40 -0.21 -0.938
H -0.294 3.221 1.275 -0.37 -0.06 0.01 0.383
H 0.083 1.489 1.086 -0.78 -0.14 0.34 -0.014
H 0.880 2.582 0.186 -0.17 0.45 -1.00 0.317
H -2.245 2.285 0.066 -0.12 -0.28 0.34 0.265
H -1.379 3.026 -1.178 0.52 -0.25 -0.63 0.452
H -1.272 1.074 -2.982 0.02 0.47 -0.52 0.215
C -1.952 -0.111 2.617 0.51 -0.68 -0.38 0.498
O -1.613 -0.631 1.600 1.13 -1.05 -2.72 -0.428
N -1.100 0.450 3.462 2.39 1.38 2.16 -0.299
N -3.201 -0.110 3.026 -2.02 0.39 1.30 -0.455
H -1.358 0.820 4.366 -0.09 -0.10 -0.34 0.152
H -0.107 0.332 3.319 -0.29 -0.16 -0.36 0.149
H -3.278 0.333 3.931 -1.33 -0.06 -0.45 0.138
H -3.920 -0.214 2.325 -0.07 0.08 0.51 0.276
C 1.740 -2.702 -2.551 -0.39 5.75 3.69 0.618
O 1.321 -2.441 -1.418 0.14 1.41 0.42 -0.596
N 1.749 -3.858 -2.953 -0.13 -8.87 -4.17 -0.340
N 2.310 -1.866 -3.444 -0.09 1.90 1.14 -0.436
H 1.150 -4.587 -2.591 0.18 0.33 0.13 0.271
H 1.965 -3.870 -3.939 -0.29 -1.29 0.12 0.148
H 2.280 -0.932 -3.063 0.45 0.25 -1.12 0.223
H 2.718 -2.211 -4.301 -0.07 0.85 0.33 0.160
C 2.741 -0.079 1.935 -2.29 -1.18 -2.62 0.659
O 1.587 -0.514 1.698 1.06 0.79 -0.54 -0.560
N 3.213 -0.050 3.108 0.35 -0.01 6.52 -0.441
N 3.680 0.330 1.105 -0.37 0.31 -3.51 -0.429
H 2.476 -0.158 3.790 0.68 0.01 0.63 0.263
H 4.070 0.446 3.311 -0.47 -0.19 0.41 0.173
H 3.403 0.095 0.163 1.04 0.43 -0.39 0.251
H 4.612 0.541 1.434 -0.30 -0.24 -0.72 0.166
```
Forces are in eV/Å.

Calculated values
2S+1 ... 1
Relative energy (zero: lowest compared OMol25 entry of this formula, charge and spin) ... 82.9 kcal per mole
E_LUMO ... 0.09 eV
Highest occupied orbital energy ... -6.42 eV
Largest force on an atom ... 9.81 eV/A

=====

Density functional theory data (ωB97M-V/def2-TZVPD) for one molecule with the formula C5H9NS2.

Structure (XYZ):
```
17
Properties=species:S:1:pos:R:3:forces:R:3:mulliken_charge:R:1
C 1.506 0.030 0.355 -0.86 0.05 -0.12 -0.757
C 0.120 0.285 -0.229 0.43 -0.14 0.67 0.926
C -0.516 -1.015 -0.626 -0.10 -0.38 -0.29 -0.978
C -2.266 0.626 0.418 -0.43 0.34 0.33 -0.644
C -0.881 1.237 0.387 1.00 -0.86 0.61 -0.782
H 2.070 -1.582 -0.696 -0.23 -0.92 -0.27 0.229
H 3.308 -0.647 -0.351 0.24 0.17 0.11 0.238
H 1.943 0.963 0.644 0.34 0.54 0.17 0.469
H 1.305 -0.562 1.253 0.35 -0.16 0.23 0.284
H -0.298 -1.760 0.169 -0.04 0.28 -0.50 0.345
H -0.122 -1.348 -1.593 -0.18 -0.18 0.23 0.428
H -3.026 1.330 0.088 -0.09 0.13 -0.03 0.369
H -2.558 0.316 1.443 0.42 0.04 -0.49 0.334
H -0.503 1.729 1.285 -0.41 0.15 -0.17 0.426
N 2.343 -0.629 -0.640 0.05 0.61 0.21 -0.571
S -2.292 -0.752 -0.760 -0.10 0.02 -0.05 -0.162
S -0.134 1.780 -1.148 -0.40 0.31 -0.64 -0.156
```
Forces are in eV/Å.

Calculated values
2S+1 ... 1
Relative energy (zero: lowest compared OMol25 entry of this formula, charge and spin) ... 13.2 kcal per mole
E_LUMO ... 0.78 eV
Highest occupied orbital energy ... -8.54 eV
Largest force on an atom ... 1.45 eV/A
SMILES string ... NC[C@@]12CSC[C@@H]1S2

=====

Density functional theory data (ωB97M-V/def2-TZVPD) for a 2-piece molecular cluster, C5H12O overall.

Structure (XYZ):
```
18
Properties=species:S:1:pos:R:3:forces:R:3:mulliken_charge:R:1
C 1.978 0.015 0.778 0.69 1.81 0.95 -1.303
C 0.552 0.468 0.552 -1.22 1.00 -0.64 -0.378
C 0.096 0.477 -0.961 1.84 -2.16 0.77 -1.112
C -1.372 0.323 -1.140 1.20 1.11 -0.35 -0.772
C -2.109 1.404 -0.791 -1.22 -0.72 -0.62 -0.965
H 2.531 0.797 1.427 -0.59 -1.41 -0.97 0.314
H 2.032 -0.957 1.240 0.06 -0.33 0.24 0.348
H 2.467 -0.050 -0.185 0.44 0.04 -0.17 0.361
H -0.183 -0.107 1.098 -0.05 -0.77 -0.05 0.029
H 0.315 1.449 0.986 0.54 0.26 -0.22 0.503
H 0.659 -0.394 -1.409 -0.71 0.47 0.28 0.381
H 0.532 1.324 -1.494 -0.16 0.50 0.13 0.520
H -1.645 -0.457 -1.845 -0.60 0.18 0.46 0.502
H -1.819 2.330 -0.337 0.77 0.00 0.43 0.358
H -3.155 1.363 -0.976 -0.99 0.06 -0.20 0.422
H -0.111 -2.414 1.710 0.26 -0.25 0.20 0.511
H -0.716 -2.555 0.397 -0.04 -0.18 -0.47 0.475
O -0.053 -3.015 0.948 -0.23 0.39 0.22 -1.193
```
Forces are in eV/Å.

Calculated values
2S+1 ... 2
Total charge ... -1
Relative energy (zero: lowest compared OMol25 entry of this formula, charge and spin) ... 21.7 kcal per mole
E_LUMO (spin up / spin down) ... 4.39 / 4.15 eV
Highest occupied orbital energy (spin up / spin down) ... 1.08 / -4.92 eV
Largest force on an atom ... 2.94 eV/A

=====

Density functional theory data (ωB97M-V/def2-TZVPD) for C31H36FMoN5O4S4 as an isolated structure.

Structure (XYZ):
```
82
Properties=species:S:1:pos:R:3:forces:R:3:mulliken_charge:R:1
Mo -1.093 -0.481 -1.414 0.11 0.13 0.17 1.281
C -3.913 4.605 -4.420 0.01 -0.02 0.01 -1.195
C -2.889 3.771 -5.175 -0.04 0.05 -0.02 -1.265
N -1.989 3.024 -4.257 -0.04 -0.01 0.00 0.515
C -2.530 1.666 -4.051 0.06 -0.06 -0.03 -1.087
C -2.148 0.551 -2.998 -0.02 0.02 -0.01 -0.159
C -3.116 -0.515 -3.633 0.02 -0.04 0.00 0.169
O -4.201 -0.914 -3.417 0.00 0.00 0.01 -0.587
O -2.429 -1.686 -1.325 -0.04 -0.07 0.03 -0.422
C 0.074 1.622 -2.782 0.00 -0.04 -0.12 0.848
O 0.181 0.949 -1.630 -0.02 0.02 -0.05 -0.981
C -0.103 2.965 -2.754 0.04 0.05 0.08 0.984
C 0.511 3.757 -1.716 0.00 -0.01 0.02 -1.395
C 0.638 5.074 -1.895 0.03 0.02 0.01 0.159
F 1.224 5.823 -0.957 -0.01 -0.04 0.02 -0.317
C 0.141 5.751 -3.084 -0.07 -0.05 -0.10 0.057
C -0.689 5.024 -3.933 0.01 0.02 -0.02 -0.903
C -0.937 3.650 -3.720 0.05 -0.01 0.01 1.209
N 0.419 7.061 -3.281 0.07 -0.02 0.08 0.195
C -0.291 7.837 -4.295 -0.04 0.08 0.02 -0.648
C -0.282 9.317 -3.941 -0.02 -0.05 -0.04 -1.117
N 1.132 9.860 -3.857 -0.01 0.02 0.01 0.002
C 2.145 8.763 -3.660 0.07 -0.04 0.08 -1.149
C 1.604 7.724 -2.695 0.00 0.03 -0.09 -0.528
H -4.556 5.123 -5.130 0.00 0.00 0.00 0.457
H -3.437 5.345 -3.777 0.00 0.00 0.00 0.292
H -4.553 3.979 -3.797 0.00 0.00 0.00 0.320
H -2.283 4.364 -5.856 0.01 -0.02 0.00 0.701
H -3.392 3.041 -5.805 0.01 -0.01 0.00 0.508
H -3.601 1.829 -3.929 0.00 0.01 0.00 0.714
H 0.963 3.285 -0.854 -0.01 -0.01 -0.01 0.584
H -1.170 5.526 -4.755 -0.01 0.01 0.03 0.600
H -1.341 7.545 -4.304 0.02 -0.01 -0.02 0.580
H 0.111 7.666 -5.299 0.00 -0.01 0.00 0.368
H -0.750 9.484 -2.973 0.02 -0.01 0.01 0.377
H -0.825 9.885 -4.692 0.01 0.04 0.02 0.458
H 1.190 10.519 -3.077 -0.01 0.03 -0.02 0.377
H 1.365 10.403 -4.692 0.00 -0.03 -0.02 0.376
H 3.057 9.206 -3.264 -0.01 0.03 -0.01 0.452
H 2.365 8.338 -4.637 -0.02 0.01 -0.01 0.379
H 1.375 8.175 -1.727 -0.03 0.00 -0.01 0.334
H 2.397 6.999 -2.536 0.00 0.03 0.01 0.636
S -3.206 -3.122 -1.613 -0.04 -0.11 -0.01 0.225
S -1.611 -4.354 -1.365 -0.02 0.03 -0.01 0.082
S -0.367 -3.624 -2.818 0.03 0.03 0.03 0.067
S 0.551 -2.095 -1.798 -0.01 -0.10 -0.03 0.034
C -4.975 -1.314 5.512 -0.02 -0.01 0.01 -1.540
C -3.906 -1.152 4.499 -0.01 0.03 -0.02 0.520
C -4.128 -0.359 3.348 0.00 0.00 0.02 -0.916
C -3.171 -0.181 2.395 -0.03 0.01 0.02 1.200
C -3.471 0.717 1.229 0.02 -0.03 0.01 -1.370
C -1.890 -0.843 2.576 -0.02 0.07 -0.06 0.830
C -0.875 -0.833 1.662 0.12 -0.04 0.07 -0.689
O -0.880 -0.284 0.462 -0.22 0.07 -0.05 -0.724
C -1.635 -1.608 3.792 0.01 -0.03 0.01 0.841
C -0.311 -2.258 4.073 -0.01 0.00 -0.01 -1.868
C -2.652 -1.748 4.696 0.04 -0.02 0.03 -0.770
H -5.964 -1.106 5.109 0.00 0.00 0.00 0.410
H -4.793 -0.602 6.327 0.02 0.01 -0.01 0.344
H -4.953 -2.306 5.961 0.01 0.00 -0.01 0.425
H -5.089 0.126 3.236 0.00 0.00 0.01 0.439
H -4.388 1.270 1.418 0.00 0.00 0.00 0.472
H -3.631 0.137 0.315 0.03 -0.01 -0.02 0.125
H -2.668 1.434 1.058 0.00 -0.01 0.00 0.329
H 0.067 -1.313 1.912 0.02 -0.03 -0.09 0.558
H -0.087 -3.048 3.354 0.00 0.01 -0.01 0.423
H -0.322 -2.716 5.058 -0.01 0.01 0.00 0.398
H 0.507 -1.535 4.057 0.00 0.00 0.01 0.420
H -2.486 -2.329 5.595 -0.01 0.00 0.00 0.465
N -1.165 1.598 -7.360 0.02 -0.01 0.02 -0.412
C -1.021 1.174 -6.076 -0.01 0.01 -0.05 0.191
C -2.271 0.751 -5.355 0.00 0.03 0.04 -0.261
C -2.033 -0.632 -4.693 0.01 0.06 0.05 -0.452
N -1.056 -0.222 -3.615 0.00 0.03 -0.07 0.107
C 0.105 0.655 -3.962 -0.04 -0.03 0.09 -0.125
C 0.118 1.137 -5.368 0.03 0.02 0.00 -1.837
H -1.966 1.293 -7.891 0.00 0.00 0.00 0.260
H -0.334 1.742 -7.914 0.00 0.00 0.00 0.254
H -3.141 0.726 -6.011 0.00 0.01 0.00 1.288
H -1.826 -1.491 -5.324 0.00 0.00 0.00 0.606
H 1.023 0.081 -3.783 -0.01 -0.01 0.00 0.856
H 1.082 1.359 -5.804 0.00 0.00 0.00 0.615
```
Forces are in eV/Å.

Calculated values
2S+1 ... 1
Total charge ... +4
Relative energy (zero: lowest compared OMol25 entry of this formula, charge and spin) ... 161.3 kcal per mole
E_LUMO ... -12.25 eV
Highest occupied orbital energy ... -17.77 eV
Largest force on an atom ... 0.24 eV/A